# 1
A cluster of 5 separate species, C11H25NO12 in total in a non-equilibrium geometry. Source: the OMol25 dataset; level of theory: ωB97M-V/def2-TZVPD.

Structure (XYZ):
```
49
Properties=species:S:1:pos:R:3
C -0.3142 -0.7168 -1.2281
O 0.9599 -0.1606 -1.4183
H -0.9403 -0.8136 -2.1150
H -0.1526 -1.7341 -0.8716
H -1.0190 -0.3007 -0.5083
H 1.2084 0.3833 -0.6672
C 2.4277 -0.3814 -4.4506
N 3.6494 0.4980 -4.6347
O 3.3727 1.6930 -4.8240
O 4.7673 -0.0284 -4.6823
H 1.6012 0.3278 -4.4058
H 2.4321 -1.0503 -3.5900
H 2.4354 -0.9359 -5.3890
C 2.4488 -1.0400 1.6261
O 1.0643 -1.2630 1.6272
C 0.3020 -0.9588 2.6922
O 0.6203 -0.4129 3.7017
O -0.9174 -1.3809 2.2779
C -1.9543 -1.2626 3.2199
H 2.9581 -1.7056 2.3229
H 2.8192 -0.0227 1.7523
H 2.7186 -1.4373 0.6476
H -1.5762 -1.7591 4.1135
H -2.8626 -1.8293 3.0152
H -2.1760 -0.2140 3.4188
C -3.6949 0.4448 -1.7365
O -4.2733 -0.7776 -1.3218
C -4.8045 -0.9039 -0.0691
O -4.8100 -0.0669 0.8175
O -5.3840 -2.0353 -0.0155
C -5.7604 -2.6865 1.2333
H -4.5079 1.1279 -1.9826
H -3.2652 0.3467 -2.7334
H -2.9782 0.8944 -1.0492
H -5.4976 -3.7442 1.2512
H -6.8289 -2.6616 1.4473
H -5.2860 -2.2304 2.1023
C 1.2824 3.2813 2.5157
O 1.6177 2.5075 1.3369
C 2.8539 2.5177 0.8994
O 3.7999 3.1683 1.3540
O 2.8691 1.6731 -0.1824
C 4.0729 1.3453 -0.8782
H 2.1604 3.7196 2.9902
H 0.7644 2.7062 3.2831
H 0.6496 4.0796 2.1278
H 4.5147 0.5189 -0.3214
H 4.7116 2.2230 -0.7799
H 3.9217 1.0580 -1.9187
```

Summary:
* total charge: -1
* max |F|: 5.14 eV/A
* total energy: -37867.7549 eV
* 2S+1: 2
* E_HOMO (alpha / beta): 0.0 / -3.8 eV

Atom charges from the Löwdin analysis, given in e for atoms 1 to 4: -0.170 -0.095 0.071 0.075


# 2
A structure of composition C11H25O2PSZn in a non-equilibrium geometry. Source: the OMol25 dataset; level of theory: ωB97M-V/def2-TZVPD.

Structure (XYZ):
```
41
Properties=species:S:1:pos:R:3
C -0.9792 1.8616 -3.9210
C -1.3719 0.5875 -3.1802
C -0.2885 -0.5159 -3.2724
C 0.5503 -0.6741 -1.9943
C -0.1663 -1.7081 -1.1575
P 0.5110 -1.9579 0.5895
S 2.5952 -2.3196 -0.0470
C -1.2308 -1.7375 1.4117
C -1.0649 -1.4712 2.9286
C -1.3055 0.0098 3.2566
C -0.0067 0.7984 3.5106
O -0.1449 2.0931 2.9236
C 1.0353 2.6554 2.5268
C 1.9012 1.9707 1.4993
O 1.3581 3.6671 2.9432
H -0.8442 1.6537 -4.9873
H 0.0005 2.2302 -3.5243
H -1.7174 2.6477 -3.8288
H -2.2593 0.2107 -3.6746
H -1.5374 0.8064 -2.1341
H 0.4805 -0.2080 -4.1038
H -0.6696 -1.4774 -3.5994
H 0.6236 0.3064 -1.5243
H 1.5283 -0.9996 -2.3168
H -0.1975 -2.6569 -1.6861
H -1.1931 -1.3798 -1.0575
H 0.5225 -3.2856 1.0751
H 0.9765 -0.8795 1.3886
H 3.0063 -1.0817 -0.3925
H -1.8147 -0.9381 0.9725
H -1.7192 -2.7019 1.3176
H -0.0639 -1.7664 3.2333
H -1.7962 -2.0618 3.4608
H -1.8276 0.5206 2.4548
H -1.9080 0.1024 4.1473
H 0.1513 0.8889 4.5805
H 0.8611 0.2766 3.0972
H 2.7965 1.5562 1.9460
H 1.3948 1.1530 0.9812
H 2.2055 2.7195 0.7871
Zn 1.6083 1.1053 -4.6300
```

Summary:
* total charge: +2
* max |F|: 5.36 eV/A
* total energy: -84425.5922 eV
* 2S+1: 1
* relative energy (zero: lowest compared OMol25 entry of this formula, charge and spin): 0.858 eV
* E_HOMO: -14.8 eV

Atom charges from the Löwdin analysis, given in e for atoms 1 to 4: -0.122 -0.209 -0.207 -0.301


# 3
A structure of composition C11H26AsNO3V in a non-equilibrium geometry. Source: the OMol25 dataset; level of theory: ωB97M-V/def2-TZVPD.

Structure (XYZ):
```
43
Properties=species:S:1:pos:R:3
V 8.6310 6.8421 7.5872
N 9.7156 5.3396 8.7142
C 10.1338 5.9235 10.0231
C 9.3722 7.2436 10.2131
O 8.8832 7.7067 9.0403
O 9.2318 7.9140 11.1693
H 9.2204 4.4696 8.7686
H 10.5537 5.1397 8.1553
H 11.1908 6.1789 9.9922
H 9.9453 5.2489 10.8164
C 9.6808 6.0685 3.7336
C 10.0753 7.0656 4.8075
C 9.7765 8.5425 4.4980
O 9.3172 6.6813 6.0727
H 10.2759 6.0987 2.8315
H 8.7208 6.3837 3.4118
H 9.6014 5.0277 4.0708
H 11.0949 6.8862 5.0853
H 8.7453 8.5802 4.0847
H 10.3076 8.7974 3.5683
H 9.9987 9.2972 5.2938
C 6.6493 9.2545 6.9448
C 5.5721 8.2260 7.4726
As 6.1328 6.4366 7.1303
C 5.2468 5.1046 8.1330
C 5.9932 4.6886 9.3832
C 5.7640 6.0750 5.3242
C 4.2704 6.3167 4.9360
H 6.4747 10.2490 7.3846
H 6.8104 9.2731 5.8761
H 7.6525 9.0188 7.3918
H 4.6959 8.4023 6.9197
H 5.3552 8.4102 8.5331
H 5.1385 4.2424 7.4787
H 4.2836 5.5376 8.3542
H 7.0687 4.4605 9.2455
H 5.5518 3.7783 9.8132
H 5.8960 5.3450 10.2216
H 6.0022 4.9890 5.3191
H 6.4632 6.5968 4.6653
H 3.6366 5.6901 5.5504
H 4.1095 6.0954 3.8762
H 4.0128 7.3013 5.2364
```

Summary:
* total charge: +2
* max |F|: 1.97 eV/A
* total energy: -105971.6619 eV
* 2S+1: 2
* relative energy (zero: lowest compared OMol25 entry of this formula, charge and spin): 0.000 eV
* E_HOMO (alpha / beta): -17.4 / -17.3 eV

Atom charges from the Löwdin analysis, given in e for atoms 1 to 4: 0.979 0.018 -0.040 -0.503


# 4
A cluster of 2 separate species, C11H26B2NO3 in total. Source: the OMol25 dataset; level of theory: ωB97M-V/def2-TZVPD.

Structure (XYZ):
```
43
Properties=species:S:1:pos:R:3
C -5.1630 -0.5250 0.5698
B -4.9445 0.5797 -0.5214
B -3.6086 1.6112 -0.5184
O -2.3233 1.1328 -0.6523
O -3.7636 2.9742 -0.2842
C -4.3446 3.6994 -1.3600
H -5.9363 -1.2275 0.2770
H -4.2408 -1.0786 0.7185
H -5.4621 -0.0790 1.5160
H -5.7588 0.6916 -1.3966
H -2.1249 0.8450 -1.5590
H -4.6461 3.0631 -2.1909
H -5.2274 4.2290 -1.0096
H -3.6323 4.4316 -1.7252
C 0.0746 -1.6261 -0.5882
C 1.5602 -1.2478 -0.7482
C 1.6751 0.2667 -0.9788
C 1.4038 1.1269 0.2560
C 1.7674 0.4060 1.5621
C 2.7903 -0.7235 1.3811
N 2.2533 -1.7024 0.4617
O 3.1529 -2.7579 0.2372
C 2.9551 -1.4197 2.7307
C 4.1607 -0.1458 0.9809
C 2.0904 -1.9238 -2.0054
H -0.0157 -2.7063 -0.4648
H -0.5243 -1.3325 -1.4672
H -0.3647 -1.1503 0.2893
H 2.6815 0.4811 -1.3476
H 0.9990 0.5662 -1.7901
H 1.9814 2.0532 0.1722
H 0.3549 1.4338 0.2771
H 2.1413 1.1352 2.2888
H 0.8653 -0.0237 2.0082
H 2.0188 -1.9006 3.0179
H 3.2300 -0.6953 3.5088
H 3.7286 -2.1843 2.6783
H 4.5262 0.5530 1.7438
H 4.1244 0.3910 0.0313
H 4.8868 -0.9524 0.8807
H 1.5170 -1.5779 -2.8751
H 2.0002 -3.0056 -1.9389
H 3.1416 -1.6844 -2.1658
```

Summary:
* total charge: -1
* max |F|: 0.74 eV/A
* total energy: -20813.0602 eV
* 2S+1: 1
* E_HOMO: -1.1 eV

Atom charges from the Löwdin analysis, given in e for atoms 1 to 4: -0.084 -0.009 -0.577 0.143


# 5
A cluster of 4 separate species, C11H26BN6O6 in total in a non-equilibrium geometry. Source: the OMol25 dataset; level of theory: ωB97M-V/def2-TZVPD.

Structure (XYZ):
```
50
Properties=species:S:1:pos:R:3
O 2.8576 0.4943 -0.5299
B 1.5258 0.9262 -0.3328
O 1.2977 2.0573 0.5539
O 0.4277 0.2493 -1.0556
N -0.6821 0.5156 -0.3114
C -0.9684 -0.2494 0.8838
N -2.1613 0.3601 1.3290
N -2.5256 1.3726 0.5242
C -1.6335 1.5277 -0.5751
H 3.3703 0.9286 0.2124
H 0.9788 2.7969 -0.0156
H -0.3480 -1.0983 1.2947
H -3.3134 2.0257 0.5738
H -1.5892 2.2659 -1.4416
C 5.7006 -0.4767 2.8457
C 4.3112 0.0976 2.8246
O 3.8030 0.5408 1.7972
N 3.6129 0.1181 3.9869
C 4.0296 -0.3516 5.2926
H 6.1291 -0.4236 1.8451
H 6.3347 0.0980 3.5236
H 5.6699 -1.5240 3.1527
H 2.6900 0.5181 3.8935
H 3.3280 -1.1209 5.6207
H 3.9882 0.4884 5.9885
H 5.0366 -0.7620 5.2806
C -3.0201 -3.0806 1.5940
C -2.4920 -4.4302 2.0024
O -1.9002 -4.6021 3.0586
N -2.6901 -5.4760 1.1553
C -3.3603 -5.4775 -0.1285
H -2.7859 -2.3507 2.3692
H -2.5477 -2.7598 0.6624
H -4.1048 -3.1205 1.4750
H -2.3083 -6.3464 1.4976
H -4.1951 -6.1796 -0.0795
H -2.6516 -5.8193 -0.8857
H -3.7325 -4.4920 -0.4001
C -1.2221 4.8998 -4.2109
C -1.0269 3.4380 -3.9188
O -0.6709 3.0325 -2.8081
N -1.2533 2.5544 -4.9188
C -1.6721 2.8263 -6.2794
H -1.0031 5.4802 -3.3149
H -0.5423 5.2189 -5.0032
H -2.2573 5.0901 -4.5010
H -1.1011 1.5928 -4.6472
H -2.6139 2.3046 -6.4588
H -0.9123 2.4330 -6.9569
H -1.8065 3.8894 -6.4644
```

Summary:
* total charge: +1
* max |F|: 6.58 eV/A
* total energy: -33725.8632 eV
* 2S+1: 1
* E_HOMO: -11.4 eV

Atom charges from the Löwdin analysis, given in e for atoms 1 to 4: 0.139 -0.581 0.107 0.139


Question: The highest total energy belongs to which entry?
Answer: C11H26B2NO3


Repeat the third record exactly.
A structure of composition C11H26AsNO3V in a non-equilibrium geometry. Source: the OMol25 dataset; level of theory: ωB97M-V/def2-TZVPD.

Structure (XYZ):
```
43
Properties=species:S:1:pos:R:3
V 8.6310 6.8421 7.5872
N 9.7156 5.3396 8.7142
C 10.1338 5.9235 10.0231
C 9.3722 7.2436 10.2131
O 8.8832 7.7067 9.0403
O 9.2318 7.9140 11.1693
H 9.2204 4.4696 8.7686
H 10.5537 5.1397 8.1553
H 11.1908 6.1789 9.9922
H 9.9453 5.2489 10.8164
C 9.6808 6.0685 3.7336
C 10.0753 7.0656 4.8075
C 9.7765 8.5425 4.4980
O 9.3172 6.6813 6.0727
H 10.2759 6.0987 2.8315
H 8.7208 6.3837 3.4118
H 9.6014 5.0277 4.0708
H 11.0949 6.8862 5.0853
H 8.7453 8.5802 4.0847
H 10.3076 8.7974 3.5683
H 9.9987 9.2972 5.2938
C 6.6493 9.2545 6.9448
C 5.5721 8.2260 7.4726
As 6.1328 6.4366 7.1303
C 5.2468 5.1046 8.1330
C 5.9932 4.6886 9.3832
C 5.7640 6.0750 5.3242
C 4.2704 6.3167 4.9360
H 6.4747 10.2490 7.3846
H 6.8104 9.2731 5.8761
H 7.6525 9.0188 7.3918
H 4.6959 8.4023 6.9197
H 5.3552 8.4102 8.5331
H 5.1385 4.2424 7.4787
H 4.2836 5.5376 8.3542
H 7.0687 4.4605 9.2455
H 5.5518 3.7783 9.8132
H 5.8960 5.3450 10.2216
H 6.0022 4.9890 5.3191
H 6.4632 6.5968 4.6653
H 3.6366 5.6901 5.5504
H 4.1095 6.0954 3.8762
H 4.0128 7.3013 5.2364
```

Summary:
* total charge: +2
* max |F|: 1.97 eV/A
* total energy: -105971.6619 eV
* 2S+1: 2
* relative energy (zero: lowest compared OMol25 entry of this formula, charge and spin): 0.000 eV
* E_HOMO (alpha / beta): -17.4 / -17.3 eV

Atom charges from the Löwdin analysis, given in e for atoms 1 to 4: 0.979 0.018 -0.040 -0.503


What did the first record say?
A cluster of 5 separate species, C11H25NO12 in total in a non-equilibrium geometry. Source: the OMol25 dataset; level of theory: ωB97M-V/def2-TZVPD.

Structure (XYZ):
```
49
Properties=species:S:1:pos:R:3
C -0.3142 -0.7168 -1.2281
O 0.9599 -0.1606 -1.4183
H -0.9403 -0.8136 -2.1150
H -0.1526 -1.7341 -0.8716
H -1.0190 -0.3007 -0.5083
H 1.2084 0.3833 -0.6672
C 2.4277 -0.3814 -4.4506
N 3.6494 0.4980 -4.6347
O 3.3727 1.6930 -4.8240
O 4.7673 -0.0284 -4.6823
H 1.6012 0.3278 -4.4058
H 2.4321 -1.0503 -3.5900
H 2.4354 -0.9359 -5.3890
C 2.4488 -1.0400 1.6261
O 1.0643 -1.2630 1.6272
C 0.3020 -0.9588 2.6922
O 0.6203 -0.4129 3.7017
O -0.9174 -1.3809 2.2779
C -1.9543 -1.2626 3.2199
H 2.9581 -1.7056 2.3229
H 2.8192 -0.0227 1.7523
H 2.7186 -1.4373 0.6476
H -1.5762 -1.7591 4.1135
H -2.8626 -1.8293 3.0152
H -2.1760 -0.2140 3.4188
C -3.6949 0.4448 -1.7365
O -4.2733 -0.7776 -1.3218
C -4.8045 -0.9039 -0.0691
O -4.8100 -0.0669 0.8175
O -5.3840 -2.0353 -0.0155
C -5.7604 -2.6865 1.2333
H -4.5079 1.1279 -1.9826
H -3.2652 0.3467 -2.7334
H -2.9782 0.8944 -1.0492
H -5.4976 -3.7442 1.2512
H -6.8289 -2.6616 1.4473
H -5.2860 -2.2304 2.1023
C 1.2824 3.2813 2.5157
O 1.6177 2.5075 1.3369
C 2.8539 2.5177 0.8994
O 3.7999 3.1683 1.3540
O 2.8691 1.6731 -0.1824
C 4.0729 1.3453 -0.8782
H 2.1604 3.7196 2.9902
H 0.7644 2.7062 3.2831
H 0.6496 4.0796 2.1278
H 4.5147 0.5189 -0.3214
H 4.7116 2.2230 -0.7799
H 3.9217 1.0580 -1.9187
```

Summary:
* total charge: -1
* max |F|: 5.14 eV/A
* total energy: -37867.7549 eV
* 2S+1: 2
* E_HOMO (alpha / beta): 0.0 / -3.8 eV

Atom charges from the Löwdin analysis, given in e for atoms 1 to 4: -0.170 -0.095 0.071 0.075


Question: Which formula does entry 3 have?
Answer: C11H26AsNO3V